[1]
Below is a cluster of 2 separate species, C9H18N5 in total, with properties calculated with wB97M-V/def2-TZVPD.

The value obtained for the energy above the lowest of the compared OMol25 structures with the same formula, charge and spin is 0.0 kJ/mol. The molecular weight is 196.28 g mol⁻¹. As for the HOMO energy: -4.60 eV. For the LUMO energy, the calculation gives 2.881 eV. The gap between HOMO and LUMO is 0.2747 Eh. Its net charge is -1.

Geometry (Å):
C 0.42 3.55 0.04
C -0.46 0.87 2.43
C -1.86 0.08 0.43
C -0.46 -1.68 2.02
C 1.82 0.35 -0.80
C 0.10 -1.26 -1.73
C 0.01 1.23 -2.32
C -0.68 -0.19 1.32
C 0.39 0.15 -1.15
N 0.70 4.54 -0.90
N 1.21 3.68 1.10
N 1.84 5.04 -0.42
N 2.15 4.52 0.73
N -0.48 0.46 -0.04
H 0.28 0.50 3.10
H -0.39 1.89 1.93
H -1.43 0.88 3.09
H -2.50 0.94 0.84
H -2.41 -0.76 0.02
H -0.58 3.03 0.13
H -0.88 -2.49 1.37
H 0.48 -1.81 2.50
H -1.20 -1.64 2.80
H 2.34 -0.50 -1.28
H 2.26 1.17 -1.34
H 1.99 0.23 0.36
H 0.51 -1.26 -2.79
H -0.93 -1.51 -1.59
H 0.57 -2.17 -1.26
H -1.05 1.52 -2.21
H 0.57 2.18 -2.23
H 0.03 0.96 -3.43

***

[2]
Below is a structure of composition C9H19CaF9O3SSi2, with properties calculated with wB97M-V/def2-TZVPD.

The molecular weight is 474.55 g mol⁻¹. As for the HOMO energy: -13.77 eV. For the LUMO energy, the calculation gives -9.818 eV. The gap between HOMO and LUMO is 0.1454 Eh. Its net charge is +2.

Geometry (Å):
C -1.32 -4.00 0.97
C -0.17 -4.06 -0.05
C 0.95 -3.05 0.19
O 0.99 -2.66 1.56
Si 2.01 -1.44 1.99
C 0.98 0.09 2.33
C 0.11 0.39 1.11
C -1.07 1.31 1.41
C -2.06 1.33 0.24
C -2.25 2.67 -0.42
F -2.31 3.63 0.51
F -3.42 2.75 -1.13
C -1.11 3.15 -1.36
F -1.20 4.47 -1.56
F 0.12 2.85 -0.93
S -1.28 2.42 -3.16
F -2.26 1.19 -2.70
F -2.66 3.43 -3.46
F -0.40 3.52 -3.77
F -0.08 1.48 -3.03
F -1.55 1.87 -4.66
O 3.04 -1.14 0.72
Si 4.19 0.03 0.94
O 5.62 -0.47 0.36
H -1.31 -4.88 1.58
H -2.27 -4.01 0.45
H -1.30 -3.10 1.57
H 0.26 -5.05 -0.02
H -0.58 -3.93 -1.04
H 1.89 -3.50 -0.09
H 0.82 -2.21 -0.48
H 2.79 -1.86 3.16
H 0.41 -0.01 3.24
H 1.66 0.92 2.49
H -0.31 -0.56 0.77
H 0.74 0.76 0.31
H -0.68 2.29 1.64
H -1.55 0.95 2.30
H -1.76 0.57 -0.47
H -3.04 1.05 0.60
H 4.29 0.37 2.37
H 3.71 1.23 0.22
H 5.48 -1.04 -0.39
Ca -4.10 2.23 -4.28

***

[3]
Below is a structure of composition C9H19Cl2GaI2O3P2, with properties calculated with wB97M-V/def2-TZVPD.

The value obtained for the energy above the lowest of the compared OMol25 structures with the same formula, charge and spin is 423.1 kJ/mol. The molecular weight is 631.63 g mol⁻¹. As for the HOMO energy (alpha / beta): -15.27 / -15.27 eV. For the LUMO energy (alpha / beta), the calculation gives -10.455 / -10.457 eV. The gap between HOMO and LUMO (alpha / beta) is 0.1769 / 0.1769 Eh. Its net charge is +2.

Geometry (Å):
I 0.00 -1.58 -4.68
I -0.01 2.38 -2.98
Ga 0.01 1.28 -0.87
P -2.27 0.18 -0.04
C -3.15 -0.18 -1.60
C -2.58 -1.32 0.97
H -3.66 -1.42 1.20
H -4.20 1.26 0.86
H -2.04 -1.26 1.91
H -2.80 1.40 1.93
H -2.79 -1.14 -1.98
H -2.27 -2.22 0.44
C -3.12 1.44 0.89
H -4.21 -0.23 -1.36
H -2.93 2.47 0.54
H -2.94 0.60 -2.35
P 2.32 0.16 -0.08
C 3.18 -0.24 -1.65
C 3.21 1.40 0.82
H 2.02 -1.29 1.84
H 3.66 -1.49 1.17
H 2.26 -2.26 0.38
C 2.59 -1.36 0.92
H 2.94 1.36 1.88
H 4.29 1.23 0.75
H 4.25 -0.31 -1.43
H 2.98 0.52 -2.41
H 3.01 2.43 0.48
H 2.81 -1.20 -2.01
C 0.02 -0.43 -2.09
O 0.02 -1.56 -2.60
Cl 0.32 4.81 1.68
C -0.06 3.39 2.78
Cl -1.66 3.40 3.43
C 0.02 2.21 1.88
O 0.01 1.04 2.19
O -0.05 2.51 0.56
H 0.61 3.39 3.62

***

[4]
Below is a structure of composition C9H19CoNO9S, with properties calculated with wB97M-V/def2-TZVPD.

The molecular weight is 376.25 g mol⁻¹. Its expectation value of S² is 3.757. As for the HOMO energy (alpha / beta): 0.10 / 0.02 eV. For the LUMO energy (alpha / beta), the calculation gives 4.424 / 4.424 eV. The multiplicity is 4. The gap between HOMO and LUMO (alpha / beta) is 0.1590 / 0.1619 Eh. Its net charge is -2.

Geometry (Å):
Co 10.17 21.52 -6.22
O 9.40 22.65 -4.68
C 9.19 23.90 -5.21
C 10.21 24.38 -6.28
O 10.84 23.40 -6.98
H 9.10 24.65 -4.39
H 8.21 23.94 -5.75
H 10.95 25.09 -5.81
H 9.62 25.06 -6.94
O 9.41 19.79 -5.28
C 10.32 18.78 -5.49
C 11.22 18.98 -6.71
O 11.53 20.29 -7.01
H 9.76 17.82 -5.67
H 10.90 18.58 -4.56
H 10.71 18.53 -7.60
H 12.16 18.38 -6.60
C 13.28 23.27 -5.48
C 12.60 22.83 -4.18
O 13.66 22.57 -3.22
S 15.03 23.20 -3.67
O 16.02 22.19 -3.79
O 15.31 24.33 -2.84
O 14.62 23.70 -5.09
H 12.76 24.09 -5.96
H 13.31 22.45 -6.20
H 11.98 21.96 -4.37
H 11.96 23.60 -3.77
C 8.71 21.78 -8.91
O 8.75 21.38 -7.78
N 7.57 21.91 -9.64
C 7.57 22.24 -11.04
C 6.29 21.49 -9.08
H 9.62 22.04 -9.49
H 7.43 21.32 -11.62
H 8.50 22.74 -11.33
H 6.76 22.96 -11.22
H 5.58 22.32 -9.14
H 5.91 20.66 -9.68
H 6.39 21.22 -8.04

***

[5]
Below is a structure of composition C9H19F2IMnN2O5S2, with properties calculated with wB97M-V/def2-TZVPD.

The value obtained for the energy above the lowest of the compared OMol25 structures with the same formula, charge and spin is 919.7 kJ/mol. The molecular weight is 519.23 g mol⁻¹. Its expectation value of S² is 8.775. As for the HOMO energy (alpha / beta): -9.46 / -9.46 eV. For the LUMO energy (alpha / beta), the calculation gives -5.789 / -5.366 eV. The multiplicity is 6. The gap between HOMO and LUMO (alpha / beta) is 0.1348 / 0.1504 Eh.

Geometry (Å):
Mn -13.05 -0.10 5.33
N -14.12 -3.26 6.58
S -14.86 -4.52 6.11
O -16.20 -4.75 6.69
O -14.03 -5.67 5.67
F -15.21 -3.96 4.64
S -13.97 -3.98 8.13
O -13.63 -5.38 8.36
O -14.81 -3.28 9.11
F -12.61 -3.32 8.46
I -14.66 1.60 2.03
C -9.36 -1.85 3.25
C -8.22 -0.70 3.40
C -7.87 -0.28 1.94
C -7.24 1.14 1.71
C -8.05 2.19 2.47
C -8.32 1.82 3.98
N -8.87 0.43 4.13
O -9.22 0.12 5.40
C -6.95 1.89 4.76
C -9.27 2.95 4.58
C -6.97 -1.21 4.13
H -9.71 -2.20 4.22
H -8.94 -2.78 2.88
H -10.15 -1.43 2.62
H -7.05 -0.94 1.66
H -8.74 -0.38 1.28
H -7.21 1.34 0.64
H -6.21 1.22 2.04
H -8.98 2.50 1.98
H -7.56 3.16 2.49
H -6.63 2.93 4.70
H -7.05 1.68 5.82
H -6.22 1.21 4.31
H -9.57 2.76 5.61
H -8.85 3.95 4.69
H -10.16 3.13 3.97
H -6.02 -0.81 3.77
H -6.86 -2.29 4.03
H -6.98 -0.98 5.20
H -8.39 -0.03 5.86

***

[6]
Below is a cluster of 2 separate species, C9H19FNO in total, with properties calculated with wB97M-V/def2-TZVPD.

The value obtained for the energy above the lowest of the compared OMol25 structures with the same formula, charge and spin is 0.0 kJ/mol. The molecular weight is 176.26 g mol⁻¹. As for the HOMO energy: -12.41 eV. For the LUMO energy, the calculation gives -3.356 eV. The gap between HOMO and LUMO is 0.3326 Eh. Its net charge is +1.

Geometry (Å):
C 1.28 0.85 -1.77
C 1.73 -0.65 -1.75
C 0.49 0.93 -0.46
C 1.18 -1.20 -0.73
C -0.94 2.80 -1.36
C -1.31 1.76 0.84
C -1.91 0.38 -1.31
C 1.20 -3.26 2.73
C -0.95 1.38 -0.58
N 0.36 -2.23 2.16
O 0.46 -0.45 0.18
F 1.21 -2.45 -0.37
H 1.95 1.74 -1.79
H 0.67 0.93 -2.71
H 2.23 -1.28 -2.43
H 0.85 -4.32 2.72
H 0.99 1.55 0.28
H -1.73 3.32 -0.78
H -1.27 2.67 -2.39
H 0.05 3.21 -1.22
H -2.31 2.07 0.89
H -1.05 0.89 1.41
H -0.75 2.61 1.23
H -1.38 -0.09 -2.12
H -2.67 1.02 -1.82
H -2.29 -0.35 -0.65
H 1.42 -2.90 3.78
H 2.08 -3.21 2.00
H 0.30 -2.38 1.17
H 0.73 -1.23 2.42
H -0.61 -2.12 2.45